# 1
{"formula": "C4H10N2", "method": "wB97M-V/def2-TZVPD", "species": ["H", "N", "H", "H", "C", "C", "C", "H", "H", "H", "H", "H", "H", "C", "H", "N"], "xyz": [[-0.80, 0.39, -1.42], [-1.80, 0.08, 0.48], [1.88, 2.81, 0.42], [-1.48, -1.94, 0.98], [-1.75, 0.07, -1.01], [2.11, 0.92, 0.11], [2.37, -0.24, -0.50], [3.43, -0.66, -0.49], [1.53, -0.80, -0.77], [-1.81, -0.98, -1.16], [-0.47, -0.90, 1.96], [-0.09, -1.19, 0.12], [-2.55, 0.70, -1.36], [-0.92, -1.01, 0.89], [-1.44, 0.85, 1.01], [1.80, 1.89, 0.73]], "smiles": "C=C=N.CNC", "e_above_lowest_ev": 3.0718, "lumo_energy_ev": 0.95, "e_tot_ha": -267.81244, "homo_ev": -8.765, "orbital_gap_ev": 9.7, "spin_multiplicity": 1, "charge": 0}

# 2
{"formula": "C3H10NO2", "method": "wB97M-V/def2-TZVPD", "species": ["H", "H", "O", "C", "H", "H", "H", "H", "O", "H", "C", "H", "N", "C", "H", "H"], "xyz": [[-0.86, 1.42, -0.21], [-1.73, -2.12, 2.00], [1.48, -0.85, -0.51], [0.98, 1.88, -0.85], [-0.39, -0.94, -1.09], [1.93, 1.41, -0.90], [-1.43, -2.65, 0.34], [1.13, 2.96, -0.52], [-0.43, -0.98, 1.15], [0.55, 1.90, -1.82], [0.27, -0.54, -0.36], [2.01, -0.50, 0.18], [0.07, 0.98, -0.06], [-1.60, -1.81, 1.06], [-2.40, -1.22, 0.77], [0.41, 1.07, 0.82]], "e_above_lowest_ev": 2.3283, "lumo_energy_ev": [-3.33, -7.01], "e_tot_ha": -324.99740, "homo_ev": [-9.119, -15.831], "orbital_gap_ev": [5.8, 8.8], "spin_multiplicity": 3, "charge": 1}

# 3
{"formula": "C14H18N2O5", "method": "wB97M-V/def2-TZVPD", "species": ["C", "H", "C", "N", "O", "C", "O", "C", "H", "H", "C", "H", "C", "H", "C", "C", "O", "H", "C", "H", "H", "C", "H", "H", "H", "H", "C", "H", "O", "H", "H", "H", "O", "H", "C", "H", "C", "N", "C"], "xyz": [[-2.68, 2.18, 0.83], [1.33, 3.66, -1.14], [2.68, -1.60, 0.15], [1.15, 2.74, -0.75], [-3.74, -0.44, 0.76], [-2.09, 3.43, 0.84], [3.17, 2.15, -1.58], [0.87, -2.84, 0.97], [1.41, -3.34, 1.77], [4.73, 1.04, 0.86], [-2.63, -2.40, -0.67], [-3.23, -2.02, -2.71], [-2.00, 1.10, 0.27], [-0.23, 0.43, -0.73], [-0.12, 2.52, -0.22], [-3.68, -2.37, -1.78], [-2.01, -1.12, -0.50], [-4.49, -1.70, -1.50], [-0.73, 1.27, -0.26], [0.90, -3.48, 0.08], [-0.16, -2.64, 1.26], [3.23, -0.20, -0.06], [-2.61, 4.27, 1.26], [5.03, -0.70, 1.02], [-3.67, 2.02, 1.24], [-0.36, 4.58, 0.32], [-2.69, -0.21, 0.22], [1.47, 0.70, 0.65], [3.28, -2.61, -0.10], [-3.09, -2.70, 0.28], [-4.08, -3.36, -1.93], [3.79, 0.08, 2.01], [1.46, -1.58, 0.68], [3.73, -0.16, -1.04], [4.27, 0.07, 1.04], [-1.81, -3.07, -0.92], [-0.82, 3.60, 0.31], [2.18, 0.78, -0.07], [2.24, 1.88, -0.86]], "smiles": "CCOC(=O)c1cccc(NC(=O)N[C@@H](C)C(=O)OC)c1", "e_above_lowest_ev": 0.4089, "lumo_energy_ev": 0.29, "e_tot_ha": -1030.06323, "homo_ev": -8.808, "orbital_gap_ev": 9.1, "spin_multiplicity": 1, "charge": 0}

# 4
{"formula": "C22H14F6LuN3O5S", "method": "wB97M-V/def2-TZVPD", "species": ["H", "S", "C", "H", "C", "H", "C", "C", "C", "O", "H", "F", "C", "H", "C", "C", "H", "C", "C", "Lu", "C", "H", "C", "H", "N", "C", "F", "N", "H", "O", "C", "C", "O", "F", "N", "C", "H", "F", "C", "F", "O", "C", "C", "H", "H", "O", "C", "F", "H", "H", "C", "C"], "xyz": [[4.36, 3.10, 2.22], [-0.07, -1.01, 4.47], [-2.85, -3.54, 2.05], [-1.96, -2.48, 0.42], [1.49, 0.61, 2.74], [-4.30, 1.48, -2.64], [-3.40, 0.88, -2.71], [-2.04, 2.37, -1.24], [-2.56, 0.93, -1.44], [4.09, -0.04, -5.62], [4.05, 2.04, 4.44], [-4.32, 1.49, 0.12], [2.03, -0.20, -2.55], [-3.58, -4.45, 3.86], [3.55, 2.40, 2.38], [1.76, -1.53, -1.92], [2.23, 0.41, 4.77], [3.57, -0.63, -4.70], [-2.90, -3.72, 3.44], [0.11, 0.21, -0.11], [2.68, 2.09, 1.33], [3.19, -2.21, -3.70], [2.62, 1.51, -3.80], [1.54, 2.83, -2.54], [1.49, 0.88, -2.00], [0.41, -0.40, 2.93], [-2.96, 3.32, -1.27], [1.86, 1.90, -2.77], [2.85, 2.57, 0.37], [-1.48, 0.09, -1.45], [2.76, 0.14, -3.70], [3.37, 1.81, 3.62], [3.66, -1.94, -4.53], [-4.09, -0.59, -0.45], [-0.25, -0.90, 1.92], [-2.00, -2.62, 1.49], [-2.80, 1.25, -3.54], [-1.41, 2.46, -0.02], [-1.18, -1.87, 2.33], [-2.65, 0.33, 0.86], [2.19, -2.54, -2.46], [2.34, 0.90, 3.81], [-3.43, 0.55, -0.22], [3.01, 2.19, -4.54], [-3.66, -0.15, -2.90], [1.06, -1.49, -0.83], [1.62, 1.20, 1.48], [-1.10, 2.68, -2.15], [-3.49, -4.13, 1.42], [-2.12, -3.13, 5.36], [-1.22, -2.06, 3.70], [-2.09, -2.98, 4.28]], "lumo_energy_ev": -0.31, "e_tot_ha": -3620.39196, "homo_ev": -8.834, "orbital_gap_ev": 8.5, "spin_multiplicity": 1, "charge": 0}

F_max readings, ordered: 0.060 0.135 0.012 0.021 hartree/bohr